83
Properties=species:S:1:pos:R:3:forces:R:3:lowdin_charge:R:1 method="wB97M-V/def2-TZVPD" homo_energy_ha=-0.1528 total_charge=-1 homo_lumo_gap_ha=0.24051
Pt -0.02071 -1.49428 0.13121 0.055 -0.309 0.026 0.932
C -4.44866 -1.15910 2.10230 -0.034 -0.006 0.022 -0.176
Si -3.68679 -1.61652 0.44214 0.038 0.037 0.144 0.311
C -4.85681 -0.97068 -0.88817 -0.007 0.004 -0.036 -0.179
C -3.64928 -3.47054 0.31168 0.046 -0.057 0.009 -0.185
N -2.11140 -0.93936 0.32452 -0.058 0.272 -0.359 -0.370
P -1.62294 0.61190 0.27674 0.125 -0.429 0.018 0.643
C -0.00753 0.43628 0.68213 -0.113 0.788 0.204 -0.570
P 1.64279 0.56983 0.43381 0.047 -0.437 -0.209 0.662
N 2.02485 -1.00667 0.35326 -0.063 0.227 0.102 -0.367
Si 3.42068 -1.96352 0.06751 0.012 -0.034 -0.099 0.305
C 3.26599 -3.57484 0.99498 -0.004 -0.005 0.002 -0.177
C 3.62508 -2.28802 -1.76257 -0.024 -0.016 -0.036 -0.171
C 4.95226 -1.06739 0.70177 0.041 0.023 0.009 -0.171
C 2.25743 1.39862 -1.07385 0.006 0.028 0.008 -0.263
C 1.42059 1.43759 -2.18562 0.030 0.014 -0.008 -0.065
C 1.88000 1.92700 -3.39990 -0.003 -0.002 0.002 -0.073
C 3.18652 2.37944 -3.51733 -0.004 -0.007 0.006 -0.095
C 4.03228 2.33810 -2.41678 0.001 -0.002 0.012 -0.089
C 3.57111 1.84917 -1.20280 -0.009 0.034 0.000 -0.105
C 2.48192 1.43403 1.79626 0.011 -0.105 0.076 -0.281
C 2.77820 2.79275 1.78623 -0.044 0.016 0.037 -0.087
C 3.30506 3.40375 2.91832 -0.009 0.002 -0.047 -0.092
C 3.54068 2.65927 4.06368 -0.006 -0.026 0.019 -0.099
C 3.23671 1.30274 4.08424 -0.001 0.016 -0.008 -0.084
C 2.70305 0.69600 2.95887 0.052 0.016 -0.008 -0.089
C -2.52985 1.73376 1.38810 -0.067 -0.061 0.034 -0.286
C -3.76805 2.28543 1.06459 0.019 0.010 -0.002 -0.105
C -4.45724 3.05389 1.99103 0.008 -0.010 -0.017 -0.089
C -3.91196 3.27695 3.24887 0.004 0.000 0.011 -0.095
C -2.67770 2.73357 3.57714 0.001 -0.005 -0.009 -0.082
C -1.98964 1.96221 2.65052 -0.009 0.021 -0.013 -0.072
C -1.95242 1.31164 -1.37856 -0.063 -0.022 -0.028 -0.306
C -2.07059 0.43588 -2.45735 -0.022 0.040 0.032 -0.105
C -2.17196 0.92477 -3.75122 0.000 0.003 0.001 -0.079
C -2.15599 2.29476 -3.98243 0.005 -0.026 -0.016 -0.100
C -2.03367 3.17314 -2.91532 -0.001 0.009 0.060 -0.090
C -1.93259 2.68323 -1.61973 0.034 0.013 -0.019 -0.093
H -5.38572 -1.69852 2.27206 0.013 0.010 -0.013 0.024
H -4.65701 -0.08883 2.17510 0.001 -0.023 0.019 0.006
H -3.75550 -1.41862 2.90695 -0.018 -0.002 -0.007 0.029
H -5.84116 -1.43418 -0.76902 0.011 0.016 0.001 0.025
H -4.49457 -1.20761 -1.89152 -0.014 -0.007 0.017 0.020
H -4.99229 0.11276 -0.83285 0.014 -0.008 -0.009 0.009
H -4.67493 -3.84912 0.26135 0.030 -0.020 0.018 0.028
H -3.15961 -3.92023 1.17879 -0.001 0.019 0.001 0.032
H -3.10266 -3.80941 -0.56789 -0.026 0.017 -0.021 0.002
H 2.30480 -4.03853 0.76854 0.019 0.002 0.004 0.003
H 3.32896 -3.40890 2.07403 -0.009 -0.010 -0.008 0.023
H 4.05408 -4.27383 0.70093 -0.017 0.013 0.026 0.029
H 2.70339 -2.73154 -2.14851 0.029 -0.002 0.006 0.018
H 4.44430 -2.98092 -1.97281 -0.011 0.018 0.004 0.027
H 3.80769 -1.35393 -2.30316 -0.010 -0.009 0.010 0.018
H 4.87292 -0.85415 1.77088 0.010 0.002 -0.017 0.016
H 5.12227 -0.12206 0.18099 0.010 -0.035 0.009 0.004
H 5.83900 -1.69020 0.54820 -0.024 0.000 0.001 0.027
H 0.40921 1.06714 -2.09582 0.014 -0.008 -0.008 0.073
H 1.21294 1.94847 -4.25310 0.004 0.000 0.007 0.099
H 3.54866 2.75852 -4.46511 -0.002 0.001 0.001 0.096
H 5.05557 2.68259 -2.50391 -0.003 -0.003 0.000 0.099
H 4.24317 1.81592 -0.35437 -0.017 0.018 0.009 0.090
H 2.58861 3.38244 0.89787 0.013 0.001 -0.025 0.104
H 3.53135 4.46276 2.90270 0.002 -0.001 -0.002 0.097
H 3.95604 3.13558 4.94333 0.001 -0.002 -0.002 0.096
H 3.41268 0.72016 4.98003 -0.002 0.003 -0.002 0.100
H 2.44778 -0.35775 2.96326 0.002 0.005 -0.003 0.106
H -4.19545 2.11441 0.08370 0.000 0.000 -0.004 0.098
H -5.42017 3.47685 1.73293 0.000 0.000 0.000 0.100
H -4.45125 3.87545 3.97330 0.006 -0.005 -0.006 0.097
H -2.25119 2.90719 4.55729 -0.001 0.001 -0.002 0.099
H -1.02625 1.52197 2.88420 -0.002 -0.001 0.003 0.095
H -2.05811 -0.63040 -2.26658 0.004 -0.006 0.002 0.095
H -2.25936 0.23392 -4.58076 -0.002 0.004 0.002 0.103
H -2.23565 2.67637 -4.99317 0.005 -0.002 0.005 0.097
H -2.01223 4.24190 -3.09032 0.001 -0.004 0.000 0.098
H -1.82103 3.37607 -0.79319 -0.012 -0.005 0.009 0.109
O 0.30034 -3.47736 -0.58946 0.039 0.054 0.152 -0.354
N -0.63329 -4.25331 -0.96508 -0.010 0.025 -0.066 -0.032
C -0.22574 -5.39119 -1.49134 -0.012 -0.096 -0.021 -0.322
C 1.16297 -5.71972 -1.63149 -0.083 -0.002 0.004 -0.200
N 2.27687 -5.98629 -1.74713 -0.004 -0.015 -0.009 0.151
C -1.22344 -6.31103 -1.93688 0.062 0.075 -0.010 -0.215
N -2.01637 -7.05755 -2.31129 -0.002 -0.029 0.009 0.119